An isolated molecule of C25H29N5O3, computed with the ωB97M-V functional and the def2-TZVPD basis.

Highest occupied orbital energy in hartree: -0.3078
Energy relative to the best compared isomer or geometry (same formula, charge and spin) in eV: 2.677
Lowest unoccupied orbital energy in eV: 0.600
Molar mass in g/mol: 447.5
Strongest force on any atom in eV/Å: 0.9
HOMO-LUMO gap in eV: 8.98

Structure (ORCA input):
```
! wB97M-V def2-TZVPD RIJCOSX def2/J DEFGRID3
* xyz 0 1
C 0.7213 1.7654 4.2257
N 1.1602 1.2740 2.9368
C 2.4017 0.5364 2.9460
C 3.6339 1.4515 3.1076
C 3.6544 2.5107 2.0580
C 3.1064 3.8041 2.1279
N 3.2398 4.4411 0.9815
N 3.8665 3.5982 0.1724
C 4.1298 2.4199 0.7651
C 0.4520 1.6233 1.8387
O -0.5442 2.3239 1.9249
C 0.9157 1.0631 0.5025
C 0.0985 1.6201 -0.6721
C 1.0188 2.0332 -1.8146
O 2.2185 2.2016 -1.6885
N 0.3866 2.2995 -2.9753
C -0.9735 1.8785 -3.2013
C -1.1390 0.5350 -2.4792
N -0.9514 0.6771 -1.0533
C -2.1959 0.8925 -0.3329
C -3.0336 -0.3559 -0.3082
C -4.4200 -0.2834 -0.2613
C -5.1785 -1.4402 -0.2131
C -4.5697 -2.6806 -0.2416
C -3.1825 -2.7599 -0.3046
O -2.6205 -4.0123 -0.2791
C -1.4707 -4.2654 -0.9763
C -0.6464 -5.2746 -0.4863
C 0.4989 -5.6266 -1.1742
C 0.8353 -4.9783 -2.3510
C 0.0085 -3.9835 -2.8442
C -1.1436 -3.6263 -2.1683
C -2.4201 -1.5997 -0.3163
H -0.2416 2.2530 4.0909
H 1.4295 2.4880 4.6340
H 0.6164 0.9325 4.9240
H 2.4978 -0.0359 2.0246
H 2.3698 -0.1698 3.7837
H 3.6188 1.9159 4.0947
H 4.5291 0.8308 3.0362
H 2.6342 4.2839 2.9619
H 3.9913 3.8241 -0.8011
H 4.6262 1.6237 0.2486
H 1.9614 1.3246 0.3343
H 0.8144 -0.0239 0.5149
H -0.3519 2.5730 -0.3391
H 0.9594 2.5929 -3.7520
H -1.6765 2.6116 -2.7861
H -1.1579 1.7850 -4.2722
H -0.3786 -0.1562 -2.8645
H -2.1248 0.1074 -2.6656
H -2.7848 1.7233 -0.7571
H -1.9434 1.1710 0.6936
H -4.9052 0.6816 -0.2534
H -6.2553 -1.3759 -0.1660
H -5.1473 -3.5910 -0.2154
H -0.9237 -5.7715 0.4303
H 1.1337 -6.4097 -0.7870
H 1.7333 -5.2512 -2.8844
H 0.2563 -3.4834 -3.7691
H -1.7951 -2.8615 -2.5651
H -1.3426 -1.6546 -0.3391
*
```

Mulliken atomic charge list, values in e, 8 entries:
1. C -1.18
2. N 0.17
3. C -1.03
4. C -0.90
5. C 0.64
6. C -0.40
7. N -1.00
8. N 0.46